No. 1
Density functional theory data (ωB97M-V/def2-TZVPD) for one molecule with the formula C3H4O3.

Last column: natural (NBO) charge in e.
Element x y z (Å)
O -0.66 -0.17 2.00  -0.48
C -0.69 0.19 0.86  0.41
C -0.06 -0.55 -0.31  -0.10
O -0.80 -0.38 -1.49  -0.68
C 1.33 0.18 -0.21  0.41
O 1.46 1.34 -0.50  -0.49
H -1.07 1.19 0.54  0.12
H 0.04 -1.62 -0.12  0.20
H -1.51 0.27 -1.37  0.48
H 2.16 -0.35 0.32  0.13

Values from the calculation:
lowest unoccupied orbital energy: -0.0018 Ha
max |F|: 0.63 eV/A
Kohn-Sham gap: 0.3664 Ha
relative energy (zero: lowest compared OMol25 entry of this formula, charge and spin): 47.6 kcal per mole
SMILES string: O=CC(O)C=O

***

No. 2
Density functional theory data (ωB97M-V/def2-TZVPD) for one molecule with the formula C2HBrCl2O.

Last column: natural (NBO) charge in e.
Element x y z (Å)
O -0.83 0.10 -1.86  -0.48
C -0.82 0.32 -0.70  0.48
Cl -1.83 1.28 0.18  0.09
C 0.52 -0.43 0.35  -0.42
Cl 0.06 -0.52 2.03  0.03
Br 2.15 0.71 0.18  0.04
H 0.74 -1.47 -0.18  0.26

Values from the calculation:
lowest unoccupied orbital energy: 0.0027 Ha
max |F|: 4.91 eV/A
Kohn-Sham gap: 0.3768 Ha
relative energy (zero: lowest compared OMol25 entry of this formula, charge and spin): 13.0 kcal per mole
SMILES string: O=C(Cl)[C@H](Cl)Br

***

No. 3
Density functional theory data (ωB97M-V/def2-TZVPD) for a 2-piece molecular cluster, C4H7N4 overall.

Last column: natural (NBO) charge in e.
Element x y z (Å)
C 1.14 1.04 0.32  0.01
C 1.77 -1.06 -0.10  0.05
C 0.63 -0.33 0.24  -0.07
C -2.09 -0.06 -0.60  0.28
N 2.38 1.10 -0.08  -0.23
N 2.73 -0.22 -0.31  -0.30
N -2.81 0.63 0.15  -0.67
N -0.62 -0.68 0.68  -0.52
H 0.46 1.98 0.55  0.23
H 1.94 -2.16 -0.34  0.25
H -2.03 -0.05 -1.76  0.24
H 3.69 -0.32 -0.49  0.44
H -3.34 1.51 -0.14  0.44
H -2.88 0.31 1.13  0.45
H -0.95 -1.70 0.75  0.41

Values from the calculation:
lowest unoccupied orbital energy (spin up / spin down): -0.1947 / -0.1947 Ha
max |F|: 4.20 eV/A
Kohn-Sham gap (spin up / spin down): 0.2721 / 0.2721 Ha
relative energy (zero: lowest compared OMol25 entry of this formula, charge and spin): 106.2 kcal per mole
net charge: +1

***

No. 4
Density functional theory data (ωB97M-V/def2-TZVPD) for a 2-piece molecular cluster, C4H10N2O2 overall.

Last column: natural (NBO) charge in e.
Element x y z (Å)
C 2.76 -1.42 -1.15  -0.72
C 1.54 -0.61 -0.77  0.68
N 1.57 -0.10 0.50  -0.84
O 0.60 -0.42 -1.53  -0.65
H 2.65 -1.79 -2.19  0.24
H 2.88 -2.29 -0.48  0.23
H 3.68 -0.81 -1.10  0.23
H 2.36 -0.26 1.13  0.39
H 0.77 0.46 0.81  0.44
C -2.21 -0.20 0.09  -0.45
N -2.54 1.16 0.48  -0.60
C -1.64 1.92 1.15  0.54
O -0.52 1.55 1.48  -0.66
H -1.34 -0.22 -0.58  0.26
H -3.07 -0.64 -0.44  0.21
H -1.99 -0.82 0.97  0.20
H -3.45 1.56 0.26  0.40
H -2.04 2.94 1.39  0.12

Values from the calculation:
lowest unoccupied orbital energy: 0.0324 Ha
max |F|: 0.91 eV/A
Kohn-Sham gap: 0.3779 Ha
relative energy (zero: lowest compared OMol25 entry of this formula, charge and spin): 13.9 kcal per mole
SMILES string: CC(N)=O.CNC=O

***

No. 5
Density functional theory data (ωB97M-V/def2-TZVPD) for a 2-piece molecular cluster, CH4ClNO overall.

Last column: natural (NBO) charge in e.
Element x y z (Å)
C -2.19 -0.21 0.08  0.29
O -1.14 0.18 -0.29  -0.49
H -2.32 -0.73 1.16  0.10
H -3.22 0.27 -0.29  0.10
N 1.90 -0.10 -0.10  -0.76
Cl 3.65 -0.19 0.09  0.04
H 1.78 -0.01 -1.04  0.35
H 1.54 0.80 0.38  0.37

Values from the calculation:
lowest unoccupied orbital energy: 0.0203 Ha
max |F|: 4.87 eV/A
Kohn-Sham gap: 0.3711 Ha
relative energy (zero: lowest compared OMol25 entry of this formula, charge and spin): 74.0 kcal per mole
SMILES string: C=O.NCl

***

No. 6
Density functional theory data (ωB97M-V/def2-TZVPD) for C16H27AsIO5Pt as an isolated structure.

Last column: natural (NBO) charge in e.
Element x y z (Å)
Pt -0.06 -0.02 0.94  0.71
C -2.29 -0.57 3.04  -0.26
O -1.81 -1.08 1.77  -0.58
C -1.89 -2.50 1.68  -0.09
C -2.06 -2.89 0.22  -0.10
O -1.19 -2.18 -0.64  -0.53
C 0.05 -2.77 -0.95  -0.09
C 0.94 -2.99 0.25  -0.10
O 1.17 -1.76 0.97  -0.56
C 1.84 -2.01 2.22  -0.25
H -3.33 -0.85 3.16  0.20
H -2.19 0.51 3.00  0.25
H -1.69 -0.98 3.85  0.18
H -2.76 -2.85 2.24  0.21
H -1.00 -2.94 2.14  0.17
H -3.07 -2.63 -0.10  0.22
H -1.94 -3.98 0.11  0.19
H 0.52 -2.09 -1.66  0.21
H -0.09 -3.74 -1.44  0.20
H 1.91 -3.37 -0.08  0.21
H 0.51 -3.72 0.94  0.19
H 2.76 -2.55 2.04  0.20
H 1.19 -2.60 2.88  0.19
H 2.05 -1.05 2.68  0.22
I -0.62 1.53 -5.87  0.19
C -1.00 1.81 -3.84  -0.16
C -1.40 0.73 -3.06  -0.25
C -1.61 0.90 -1.70  -0.20
C -1.44 2.15 -1.11  -0.18
C -1.09 3.24 -1.91  -0.17
C -0.85 3.07 -3.27  -0.26
C -1.67 2.40 0.35  0.76
O -2.26 3.38 0.72  -0.57
O -1.16 1.56 1.24  -0.72
H -1.55 -0.24 -3.51  0.23
H -1.93 0.06 -1.11  0.23
H -1.01 4.22 -1.47  0.24
H -0.56 3.91 -3.88  0.24
C 1.56 3.16 0.68  -0.95
As 1.70 1.31 0.18  1.22
C 3.42 0.77 0.89  -0.96
C 1.98 1.29 -1.73  -0.96
H 2.44 3.68 0.33  0.24
H 1.48 3.22 1.76  0.26
H 0.67 3.60 0.24  0.26
H 4.19 1.41 0.46  0.25
H 3.62 -0.27 0.62  0.24
H 3.42 0.88 1.97  0.25
H 2.85 1.90 -1.96  0.25
H 1.10 1.69 -2.23  0.27
H 2.15 0.26 -2.06  0.24

Values from the calculation:
lowest unoccupied orbital energy: -0.1010 Ha
max |F|: 0.25 eV/A
Kohn-Sham gap: 0.3093 Ha
relative energy (zero: lowest compared OMol25 entry of this formula, charge and spin): 0.0 kcal per mole
net charge: +1

***

No. 7
Density functional theory data (ωB97M-V/def2-TZVPD) for an isolated ion of composition C4H9N2OS and charge -1.

Last column: natural (NBO) charge in e.
Element x y z (Å)
N -0.33 -2.15 -2.18  -0.86
C -1.44 -1.26 -1.99  0.80
O -2.49 -1.28 -2.54  -0.63
N -1.56 -0.49 -0.77  -0.67
C -0.71 -0.46 0.45  -0.21
C 0.22 0.74 0.81  -0.41
C 1.23 0.69 1.99  -0.56
S 2.36 2.12 1.97  -0.72
H 0.31 -2.18 -1.48  0.39
H -0.47 -2.83 -2.90  0.40
H -1.99 0.37 -0.93  0.38
H -1.40 -0.76 1.24  0.18
H 0.14 -1.29 0.29  0.15
H 0.88 0.85 -0.22  0.19
H -0.58 1.61 0.88  0.19
H 0.75 0.88 2.91  0.20
H 1.92 -0.20 2.05  0.19

Values from the calculation:
lowest unoccupied orbital energy: 0.1183 Ha
max |F|: 5.39 eV/A
Kohn-Sham gap: 0.2067 Ha
relative energy (zero: lowest compared OMol25 entry of this formula, charge and spin): 51.8 kcal per mole
net charge: -1
SMILES string: NC(=O)NCCC[S-]

***

M for every record listed, in sequence, given in g mol⁻¹: 88.1 191.8 111.1 118.1 81.5 696.3 133.2.